[1]
127
Properties=species:S:1:pos:R:3:mulliken_charge:R:1 method="wB97M-V/def2-TZVPD" charge=-1 homo_ev=-5.95 e_lumo_ev=1.4
O 9.81 2.43 0.69 -0.626
C 8.90 1.77 0.24 0.290
O 9.16 0.79 -0.67 -0.516
C 7.43 1.95 0.58 0.075
C 6.86 3.18 -0.12 -0.502
C 5.44 3.54 0.31 -1.143
Ga 4.19 1.95 0.59 0.465
F 4.44 0.90 -0.94 -0.509
H 8.37 0.26 -0.79 0.413
H 7.30 2.07 1.65 0.529
H 6.90 1.05 0.26 -0.080
H 7.56 4.00 0.08 0.397
H 6.85 3.04 -1.20 0.073
H 5.46 4.12 1.24 0.417
H 5.00 4.17 -0.46 0.452
H 4.74 1.08 1.83 -0.183
H 2.64 2.35 0.74 -0.408
N 2.14 -1.07 2.80 0.241
C 3.10 -2.03 2.69 -0.580
C 3.65 -2.22 3.92 -0.456
C 3.00 -1.33 4.82 -0.498
C 2.07 -0.63 4.09 -0.635
H 1.58 -0.72 2.04 0.134
H 3.30 -2.49 1.74 0.482
H 4.45 -2.91 4.15 0.467
H 3.20 -1.21 5.87 0.390
H 1.38 0.14 4.38 0.444
N 0.59 -0.38 -0.94 0.134
C -0.20 -1.50 -1.03 -1.163
C 0.56 -2.49 -1.58 -0.191
C 1.86 -1.95 -1.83 -0.914
C 1.85 -0.65 -1.42 -0.774
H 0.31 0.50 -0.56 0.328
H -1.22 -1.49 -0.70 0.611
H 0.22 -3.49 -1.79 0.815
H 2.71 -2.47 -2.25 0.458
H 2.61 0.12 -1.42 0.637
N -0.36 -5.47 0.25 -0.005
C -1.43 -6.33 0.12 -0.648
C -2.39 -5.94 1.01 -0.664
C -1.89 -4.80 1.70 -0.639
C -0.64 -4.54 1.21 -0.651
H 0.49 -5.51 -0.28 0.292
H -1.41 -7.14 -0.59 0.676
H -3.35 -6.41 1.16 0.428
H -2.39 -4.24 2.47 0.476
H 0.07 -3.77 1.45 0.732
N -1.86 1.35 -2.16 0.063
C -2.79 0.93 -3.07 -0.580
C -4.02 1.33 -2.62 -1.329
C -3.82 2.02 -1.39 0.064
C -2.48 2.01 -1.14 -0.696
H -0.88 1.18 -2.24 0.202
H -2.50 0.38 -3.95 0.489
H -4.96 1.15 -3.11 0.721
H -4.58 2.46 -0.76 0.603
H -1.91 2.42 -0.32 0.463
N -1.22 -6.64 -3.30 0.164
C -2.45 -7.14 -3.61 -0.380
C -2.40 -7.58 -4.91 -0.631
C -1.09 -7.33 -5.40 -0.492
C -0.39 -6.74 -4.38 -0.449
H -0.97 -6.24 -2.41 0.234
H -3.25 -7.14 -2.89 0.412
H -3.22 -8.03 -5.45 0.399
H -0.71 -7.55 -6.38 0.390
H 0.63 -6.40 -4.33 0.380
N -4.57 6.18 1.76 0.114
C -5.79 5.60 1.48 -0.485
C -5.75 5.14 0.19 -0.161
C -4.46 5.44 -0.32 -0.407
C -3.76 6.09 0.66 -0.682
H -4.30 6.60 2.63 0.173
H -6.57 5.56 2.22 0.032
H -6.54 4.63 -0.31 0.471
H -4.08 5.19 -1.30 0.489
H -2.75 6.47 0.67 0.435
N 7.40 1.51 -3.52 0.124
C 6.24 0.84 -3.79 -0.392
C 6.13 0.74 -5.15 -0.645
C 7.27 1.38 -5.72 -0.470
C 8.03 1.85 -4.68 -0.559
H 7.72 1.73 -2.60 0.267
H 5.59 0.51 -3.00 0.480
H 5.32 0.27 -5.69 0.403
H 7.50 1.48 -6.77 0.387
H 8.96 2.39 -4.67 0.378
N -7.35 6.95 4.61 0.153
C -8.36 6.02 4.54 -0.237
C -9.30 6.38 5.46 -0.621
C -8.85 7.55 6.12 -0.432
C -7.64 7.88 5.57 -0.493
H -6.52 6.94 4.05 0.147
H -8.32 5.20 3.85 0.331
H -10.22 5.85 5.65 0.386
H -9.35 8.10 6.90 0.388
H -6.96 8.69 5.77 0.364
N -5.26 -1.86 -2.58 0.205
C -4.61 -2.50 -3.59 -0.362
C -5.25 -3.69 -3.81 -0.576
C -6.34 -3.76 -2.90 -0.490
C -6.32 -2.62 -2.15 -0.535
H -5.00 -0.96 -2.20 0.184
H -3.74 -2.07 -4.05 0.337
H -4.97 -4.43 -4.54 0.446
H -7.05 -4.57 -2.80 0.396
H -6.95 -2.28 -1.35 0.400
N 6.75 -1.64 1.52 0.319
C 6.67 -3.00 1.47 -0.609
C 7.91 -3.50 1.78 -0.436
C 8.77 -2.40 2.01 -0.692
C 8.02 -1.26 1.83 -0.405
H 5.98 -1.00 1.35 0.089
H 5.75 -3.50 1.24 0.382
H 8.17 -4.55 1.83 0.409
H 9.81 -2.43 2.27 0.410
H 8.28 -0.22 1.93 0.450
N -4.97 2.37 2.53 0.199
C -3.90 1.66 2.98 -0.623
C -4.24 0.33 2.99 -0.510
C -5.58 0.24 2.52 -0.636
C -6.00 1.52 2.25 -0.355
H -5.01 3.37 2.41 0.232
H -2.98 2.15 3.25 0.425
H -3.60 -0.48 3.29 0.489
H -6.16 -0.65 2.40 0.442
H -6.94 1.88 1.87 0.382

=====

[2]
124
Properties=species:S:1:pos:R:3:mulliken_spin:R:1 method="wB97M-V/def2-TZVPD" spin_multiplicity=4 charge=-2 homo_ev="-0.29 / -0.11" e_lumo_ev="4.0 / 4.0" s_squared=3.7968
Cr 0.86 1.31 0.40 2.831
C -6.02 0.73 -1.80 0.000
C -5.07 -0.02 -2.75 0.000
C -5.51 0.29 -4.18 0.000
C -5.21 -1.53 -2.53 0.000
C -3.63 0.41 -2.46 -0.001
C -3.09 0.19 -1.20 0.012
C -1.79 0.55 -0.90 -0.009
Se -1.12 0.17 0.91 -0.061
C -0.37 -1.51 0.25 0.007
C -1.15 -2.64 0.34 0.009
C -0.70 -3.87 -0.12 -0.002
C 0.58 -3.92 -0.69 0.001
C 1.41 -2.81 -0.82 -0.001
C 0.94 -1.55 -0.34 -0.007
O 1.65 -0.48 -0.42 -0.026
C 2.79 -3.05 -1.46 -0.002
C 3.57 -4.06 -0.62 0.000
C 2.59 -3.59 -2.88 0.000
C 3.67 -1.79 -1.58 0.006
C -1.60 -5.10 0.00 0.000
C -2.91 -4.86 -0.77 0.000
C -0.96 -6.37 -0.55 0.000
C -1.93 -5.35 1.48 0.000
C -0.95 1.16 -1.89 0.012
O 0.27 1.50 -1.55 -0.042
C -1.49 1.38 -3.18 0.003
C -2.81 1.00 -3.41 -0.001
C -0.73 2.01 -4.37 -0.004
C -0.70 1.00 -5.53 0.000
C 0.73 2.39 -4.09 0.003
C -1.46 3.29 -4.82 0.000
H -7.06 0.44 -1.99 0.000
H -5.80 0.50 -0.75 0.000
H -5.94 1.81 -1.94 0.000
H -6.54 -0.03 -4.34 0.000
H -5.46 1.36 -4.39 0.000
H -4.89 -0.24 -4.90 0.000
H -6.24 -1.85 -2.72 0.000
H -4.55 -2.08 -3.20 0.000
H -4.97 -1.81 -1.50 0.000
H -3.68 -0.28 -0.42 -0.002
H -2.13 -2.55 0.79 0.000
H 0.95 -4.87 -1.05 0.000
H 3.06 -5.03 -0.55 0.000
H 4.56 -4.26 -1.07 0.000
H 3.72 -3.68 0.39 0.000
H 2.04 -4.54 -2.89 0.000
H 2.04 -2.88 -3.50 0.000
H 3.56 -3.78 -3.36 0.000
H 3.90 -1.37 -0.61 0.003
H 4.62 -2.07 -2.05 0.000
H 3.20 -1.03 -2.21 -0.002
H -2.69 -4.68 -1.83 0.000
H -3.57 -5.73 -0.69 0.000
H -3.45 -4.00 -0.39 0.000
H -0.73 -6.27 -1.62 0.000
H -0.04 -6.62 -0.01 0.000
H -1.64 -7.22 -0.44 0.000
H -2.45 -4.50 1.93 0.000
H -2.58 -6.23 1.59 0.000
H -1.01 -5.53 2.05 0.000
H -3.21 1.17 -4.40 0.000
H -0.19 0.09 -5.23 0.000
H -1.71 0.73 -5.86 0.000
H -0.18 1.43 -6.39 0.000
H 1.32 1.52 -3.81 -0.001
H 1.17 2.82 -4.99 0.000
H 0.80 3.14 -3.31 -0.002
H -2.49 3.09 -5.12 0.000
H -1.48 4.01 -4.00 0.000
H -0.94 3.74 -5.67 0.000
O 3.99 2.25 0.00 -0.004
C 2.89 1.79 0.24 0.017
O 2.72 0.66 0.93 0.115
C 1.69 3.04 -0.54 -0.077
C 2.45 4.03 -1.09 -0.004
C 1.88 5.14 -1.75 0.002
C 0.52 5.25 -1.84 0.003
C -0.26 4.23 -1.27 -0.001
N 0.24 3.18 -0.66 0.016
H 3.52 3.97 -1.03 0.001
H 2.53 5.90 -2.17 0.000
H 0.06 6.10 -2.33 0.001
H -1.35 4.27 -1.30 -0.001
C 4.36 0.92 2.50 0.012
C 3.07 0.32 3.31 -0.007
C 3.51 0.19 4.78 -0.001
C 2.81 -1.10 2.80 -0.012
P 1.33 1.33 3.01 0.026
C 0.13 0.61 4.25 0.000
C -0.94 -0.18 3.79 0.016
C -1.86 -0.73 4.68 -0.002
C -1.74 -0.51 6.04 0.000
C -0.69 0.27 6.51 -0.002
C 0.22 0.82 5.63 -0.004
C 1.62 3.20 3.56 0.024
C 2.22 4.04 2.44 0.005
C 2.57 3.37 4.76 0.004
C 0.27 3.83 3.91 -0.010
H 5.18 0.19 2.60 0.004
H 4.71 1.87 2.92 -0.006
H 4.16 1.13 1.31 0.001
H 4.46 -0.35 4.84 0.002
H 2.78 -0.37 5.37 -0.001
H 3.66 1.15 5.26 0.001
H 3.71 -1.71 2.91 0.001
H 2.52 -1.13 1.75 0.021
H 2.01 -1.59 3.36 -0.001
H -1.08 -0.39 2.71 -0.027
H -2.67 -1.34 4.29 0.000
H -2.46 -0.94 6.73 0.000
H -0.59 0.45 7.58 0.000
H 1.03 1.41 6.04 -0.001
H 3.22 3.71 2.15 0.003
H 2.30 5.09 2.77 0.004
H 1.60 4.03 1.55 -0.006
H 3.58 3.05 4.52 0.002
H 2.24 2.83 5.65 0.000
H 2.63 4.43 5.04 -0.003
H -0.43 3.74 3.09 0.015
H 0.40 4.90 4.13 0.001
H -0.18 3.38 4.81 0.000
O 0.24 2.64 1.44 0.146

=====

[3]
134
Properties=species:S:1:pos:R:3:mulliken_charge:R:1 method="wB97M-V/def2-TZVPD" charge=+1 homo_ev=-9.68 e_lumo_ev=-1.9
Sc 0.96 0.42 0.03 -0.991
C 3.72 -0.41 -5.41 -1.410
C 3.89 -1.22 -4.17 0.523
C 4.66 -2.39 -4.03 -1.230
C 4.56 -2.73 -2.70 0.656
C 5.16 -3.90 -2.00 -1.149
N 3.77 -1.81 -2.10 1.527
N 3.34 -0.88 -3.01 -0.565
B 3.57 -1.60 -0.58 -1.068
N 2.10 -2.03 -0.19 0.686
N 1.03 -1.54 -0.91 1.172
C 0.19 -2.56 -1.12 0.191
C -0.99 -2.50 -2.03 -0.983
C 0.68 -3.70 -0.48 -1.081
C 1.88 -3.34 0.09 0.559
C 2.78 -4.19 0.91 -1.639
N 3.91 -0.13 -0.23 0.109
N 3.17 0.95 -0.64 1.023
C 4.02 1.97 -0.77 0.130
C 3.71 3.35 -1.26 -1.378
C 5.31 1.57 -0.41 -1.269
C 5.21 0.24 -0.09 0.464
C 6.32 -0.68 0.31 -1.538
H 4.64 -0.45 -6.00 0.434
H 3.52 0.63 -5.16 0.236
H 2.91 -0.80 -6.03 0.196
H 5.22 -2.90 -4.79 0.510
H 5.78 -4.46 -2.70 0.401
H 4.39 -4.56 -1.60 0.113
H 5.79 -3.59 -1.16 0.245
H 4.31 -2.31 0.01 -0.141
H -1.29 -1.48 -2.24 -0.272
H -1.83 -3.04 -1.58 0.336
H -0.73 -3.00 -2.96 0.420
H 0.21 -4.67 -0.45 0.473
H 2.18 -4.90 1.48 0.512
H 3.37 -3.59 1.60 0.306
H 3.47 -4.75 0.28 0.189
H 3.10 3.33 -2.15 0.004
H 4.66 3.83 -1.52 0.594
H 3.24 3.99 -0.51 0.129
H 6.20 2.17 -0.40 0.626
H 7.16 -0.08 0.65 0.524
H 6.65 -1.27 -0.55 0.143
H 6.02 -1.37 1.10 0.269
N 2.24 0.72 2.11 0.213
C 2.21 2.00 2.87 -0.585
C 2.41 3.22 1.97 -0.571
C 1.17 3.62 1.16 -0.132
N 0.87 2.74 0.01 0.589
H 2.07 -0.03 2.77 0.079
H 3.19 0.59 1.78 0.191
H 3.00 2.00 3.62 0.604
H 1.26 2.07 3.38 0.141
H 3.27 3.04 1.33 -0.031
H 2.66 4.06 2.61 0.611
H 1.30 4.65 0.82 0.531
H 0.31 3.61 1.82 0.085
H 1.50 2.98 -0.75 0.161
H -0.06 3.01 -0.33 -0.267
C -2.68 2.94 -3.54 -1.316
C -2.41 1.50 -3.10 -0.437
S -0.71 1.10 -2.59 0.930
C 0.11 0.83 -4.18 -0.899
C 0.33 2.10 -5.00 -0.955
S 1.29 3.32 -4.04 0.044
C 0.53 4.93 -4.42 -0.801
C -0.98 5.10 -4.18 -0.846
S -1.68 4.24 -2.73 0.065
H -3.73 3.18 -3.35 0.555
H -2.52 3.05 -4.61 0.515
H -2.66 0.81 -3.91 1.079
H -3.03 1.24 -2.24 -0.671
H -0.48 0.11 -4.74 0.591
H 1.06 0.37 -3.90 -0.065
H -0.60 2.56 -5.31 0.483
H 0.90 1.84 -5.90 0.648
H 0.76 5.20 -5.45 0.404
H 1.09 5.59 -3.76 0.362
H -1.55 4.77 -5.05 0.363
H -1.19 6.15 -4.03 0.475
C -1.79 -6.04 4.69 -1.717
C -1.76 -4.88 3.74 0.433
C -0.68 -4.00 3.70 -0.821
C -0.68 -2.88 2.87 0.175
C 0.51 -1.96 2.98 -0.332
C -1.77 -2.61 2.05 0.607
As -1.99 -1.06 0.81 1.446
N -0.70 0.28 1.28 0.814
C -1.36 1.52 1.52 0.810
C -1.34 2.12 2.78 -0.298
C -2.04 3.28 3.04 -1.173
C -2.78 3.90 2.04 -1.068
C -2.80 3.34 0.77 -1.170
C -2.10 2.17 0.52 0.959
C -3.64 -0.30 1.65 1.196
C -4.71 0.04 0.80 0.704
C -4.74 -0.33 -0.66 -2.057
C -5.83 0.69 1.30 -1.082
C -5.94 1.01 2.65 0.697
C -7.13 1.74 3.19 -1.699
C -4.92 0.61 3.49 -0.985
C -3.78 -0.04 3.03 0.994
C -2.76 -0.45 4.05 -1.530
C -2.83 -3.54 2.02 0.496
C -4.02 -3.39 1.10 -1.435
C -2.81 -4.63 2.88 -1.199
H -0.89 -6.08 5.29 0.371
H -1.90 -6.98 4.16 0.362
H -2.65 -5.95 5.36 0.346
H 0.18 -4.19 4.33 0.355
H 1.30 -2.42 3.57 0.703
H 0.21 -1.02 3.46 0.173
H 0.90 -1.71 2.00 -0.447
H -0.79 1.64 3.58 0.264
H -2.03 3.71 4.03 0.404
H -3.34 4.80 2.25 0.486
H -3.36 3.81 -0.02 0.479
H -2.13 1.71 -0.46 -0.863
H -3.75 -0.59 -1.04 -0.058
H -5.15 0.48 -1.26 0.534
H -5.38 -1.20 -0.80 0.415
H -6.63 0.95 0.62 0.366
H -7.89 1.90 2.43 0.399
H -6.83 2.72 3.58 0.331
H -7.59 1.19 4.02 0.362
H -5.00 0.81 4.55 0.453
H -2.85 0.17 4.95 0.559
H -1.75 -0.35 3.66 -0.566
H -2.91 -1.49 4.34 0.345
H -3.69 -3.13 0.09 0.119
H -4.68 -2.61 1.44 0.181
H -4.58 -4.32 1.05 0.564
H -3.66 -5.32 2.87 0.468

=====

no.,E_tot (eV)
1,-126394.3685
2,-165639.5021
3,-179062.1347